No. 1
DFT (ωB97M-V with the def2-TZVPD basis set) results for an isolated molecule of C21H21F2N3OS in a non-equilibrium geometry.

Results
LUMO level in Ha: 0.019
ΔE to the lowest compared entry with this formula, charge and spin in eV: 0.000
SMILES string: Fc1cc(F)c2c(c1)C[C@@H](n1c(CCNCc3ccccc3)c[nH]c1=S)CO2
E in Eh: -1650.2496

CARTESIAN COORDINATES (ANGSTROEM)
F: 0.429368 3.444785 -4.305347
C: 1.181863 2.912696 -3.292985
C: 2.450791 3.442492 -3.018898
C: 3.259238 2.880553 -2.054443
F: 4.487471 3.460210 -1.836974
C: 2.809157 1.762670 -1.302122
C: 1.500015 1.248597 -1.571010
C: 0.723194 1.820490 -2.573056
C: 1.000112 0.057437 -0.834229
C: 1.767113 -0.158614 0.475261
N: 1.317227 -1.358449 1.192894
C: 0.731827 -1.360394 2.474746
C: 0.074376 -0.200592 3.214418
C: -1.198424 0.265408 2.492506
N: -2.111804 -0.894593 2.363308
C: -3.386456 -0.725508 1.645178
C: -3.154820 -0.445673 0.182644
C: -3.530367 0.754286 -0.393694
C: -3.308909 1.004880 -1.737671
C: -2.622728 0.063179 -2.536320
C: -2.271517 -1.154977 -1.995103
C: -2.556880 -1.416926 -0.642286
C: 0.798392 -2.620277 2.989507
N: 1.397447 -3.405516 2.025681
C: 1.691868 -2.682743 0.910931
S: 2.430823 -3.289135 -0.428845
C: 3.283082 -0.102648 0.156390
O: 3.700429 1.174665 -0.431235
H: 2.838024 4.244938 -3.639463
H: -0.260391 1.433514 -2.776496
H: -0.054183 0.204444 -0.646260
H: 1.098316 -0.805375 -1.514013
H: 1.558204 0.745755 1.075786
H: 0.761550 0.627140 3.285475
H: -0.203641 -0.513604 4.220018
H: -0.943678 0.667023 1.523636
H: -1.676495 1.070760 3.083429
H: -1.602686 -1.699162 1.961703
H: -3.943940 -1.631206 1.780486
H: -3.940974 0.107977 2.076000
H: -4.019566 1.539341 0.206728
H: -3.606209 1.968135 -2.113080
H: -2.398294 0.296390 -3.580386
H: -1.717281 -1.922723 -2.594814
H: -2.262600 -2.371792 -0.234070
H: 0.402674 -2.929771 3.977072
H: 1.702819 -4.359364 2.224151
H: 3.555493 -0.848267 -0.574836
H: 3.820969 -0.300454 1.089687

Forces on atoms 1 to 3 (eV/Å):
0.52 -0.32 0.79
0.72 -0.26 0.34
-0.46 0.17 -0.83

No. 2
DFT (ωB97M-V with the def2-TZVPD basis set) results for a structure of composition C5H6LiO2 in a non-equilibrium geometry.

Results
LUMO level in Ha: 0.102
Net charge: -1
E in Eh: -351.9771

CARTESIAN COORDINATES (ANGSTROEM)
C: -2.068733 0.904719 0.376982
C: -1.789303 -0.588842 0.063773
O: -1.118064 1.681053 0.096164
H: -1.306904 -0.955063 0.989119
H: -2.769566 -1.091768 0.003080
Li: 0.584688 1.090249 -0.465747
C: -0.237099 -2.183034 -1.256077
C: -0.935744 -0.929160 -1.136931
H: -0.254375 -2.844879 -0.383637
H: -0.111257 -2.668209 -2.228071
H: -1.312037 -0.499660 -2.073782
O: 1.542791 -0.873400 0.328032
C: 0.977166 -0.794325 -0.974468
H: 2.501513 -0.869718 0.232983

Forces on atoms 1 to 3 (eV/Å):
-0.34 0.33 0.16
0.06 -0.29 -0.05
0.50 -0.07 -0.14

No. 3
DFT (ωB97M-V with the def2-TZVPD basis set) results for a cluster of 14 separate species, C43H73Cl26F9NS in total in a non-equilibrium geometry.

Results
LUMO level in Ha: -0.121
Net charge: +1
ΔE to the lowest compared entry with this formula, charge and spin in eV: 0.000
E in Eh: -14998.6658

CARTESIAN COORDINATES (ANGSTROEM)
C: -7.752640 0.743164 -5.696603
C: -6.959887 -0.497820 -5.288962
C: -5.456260 -0.331233 -5.518487
C: -4.659490 -1.575518 -5.125251
C: -4.633811 -1.797800 -3.598450
C: -3.233306 -2.120165 -3.028508
C: -2.684937 -1.031067 -2.091247
C: -1.148245 -1.020154 -1.970658
C: -0.606110 -1.655566 -0.668940
C: 0.018133 -0.644033 0.313203
C: 1.277262 -1.182212 1.003308
C: 1.026925 -2.377747 1.924844
C: 0.124530 -2.134575 3.132232
C: 0.732529 -1.113013 4.106333
C: 0.429382 0.302630 3.811430
N: 0.045656 0.992249 4.815588
C: -0.198672 2.442341 4.724695
C: 1.053196 3.202468 4.277656
C: 0.714333 4.501012 3.542105
C: 1.967707 5.344185 3.278376
C: 2.653769 4.928669 1.987145
F: 1.951536 5.459546 0.940336
F: 2.648767 3.579960 1.792480
C: 4.105205 5.479016 1.813739
F: 4.427009 5.454537 0.506935
F: 4.126186 6.757175 2.235629
S: 5.480752 4.493938 2.695642
F: 4.425896 3.817032 3.689462
F: 5.280887 3.307807 1.664846
F: 6.574389 5.154327 1.757583
F: 5.699741 5.651732 3.761238
F: 6.615768 3.659074 3.401754
C: -0.149775 0.156856 6.030354
C: 0.286712 0.716717 7.382296
C: 1.729310 1.167576 7.472603
C: 2.783658 0.264268 7.596754
C: 4.092808 0.713190 7.685710
C: 4.372235 2.070439 7.666094
C: 3.331216 2.981408 7.568865
C: 2.025541 2.526498 7.466394
C: 0.380760 -1.225986 5.609010
H: -7.420016 1.618881 -5.136992
H: -7.590206 0.946851 -6.758161
H: -8.822272 0.597336 -5.535390
H: -7.152600 -0.722612 -4.234156
H: -7.299608 -1.364520 -5.866328
H: -5.297237 -0.083361 -6.572647
H: -5.101890 0.516381 -4.919692
H: -5.078580 -2.450883 -5.627779
H: -3.635507 -1.454119 -5.482651
H: -5.344323 -2.566756 -3.299980
H: -4.966151 -0.863750 -3.129205
H: -2.533473 -2.286087 -3.851874
H: -3.282415 -3.061149 -2.470229
H: -3.120835 -1.202523 -1.100887
H: -3.054705 -0.057356 -2.422844
H: -0.753911 -1.608758 -2.803238
H: -0.758526 -0.007904 -2.094037
H: 0.165555 -2.386508 -0.925993
H: -1.426619 -2.184580 -0.178386
H: -0.724307 -0.337887 1.060810
H: 0.307434 0.249612 -0.247114
H: 1.963795 -1.509409 0.216052
H: 1.809898 -0.377471 1.525602
H: 0.628630 -3.200984 1.326601
H: 1.992917 -2.720021 2.310273
H: -0.870270 -1.800116 2.820027
H: 0.016704 -3.077311 3.670082
H: 1.826635 -1.172079 3.998726
H: 0.520474 0.778342 2.840229
H: -1.028721 2.595543 4.031168
H: -0.531482 2.790252 5.701746
H: 1.692476 2.569747 3.662111
H: 1.642927 3.458456 5.159397
H: 0.170390 4.306473 2.614909
H: 0.045927 5.085920 4.181358
H: 1.710904 6.399074 3.185954
H: 2.641702 5.259399 4.131301
H: -1.242484 0.065365 6.113266
H: -0.358030 1.543876 7.683464
H: 0.115997 -0.098348 8.090210
H: 2.594080 -0.801472 7.649772
H: 4.904282 0.004766 7.791060
H: 5.390822 2.428500 7.742836
H: 3.524787 4.047247 7.586595
H: 1.216457 3.248378 7.407642
H: -0.303707 -2.030071 5.866795
H: 1.320729 -1.417715 6.127486
C: -3.278994 -4.741525 -8.018733
Cl: -2.846495 -3.067256 -7.650787
Cl: -4.865199 -5.175448 -7.361585
H: -3.312850 -4.865789 -9.094410
H: -2.536064 -5.392691 -7.574520
C: 6.498694 4.525106 -1.842808
Cl: 8.220970 4.887771 -1.995096
Cl: 5.620321 4.768552 -3.356292
H: 6.394124 3.486941 -1.549985
H: 6.079685 5.180952 -1.093720
C: -8.935968 4.845331 -5.137483
Cl: -8.937789 3.765604 -6.534572
Cl: -7.501935 4.625013 -4.121507
H: -8.944402 5.868519 -5.492320
H: -9.812566 4.636795 -4.536417
C: -7.651484 -4.784868 -1.647624
Cl: -8.353442 -4.084544 -3.111301
Cl: -6.360675 -3.773179 -0.987596
H: -8.422407 -4.877391 -0.891059
H: -7.234073 -5.753559 -1.895013
C: 4.216994 -4.091300 3.851495
Cl: 4.338038 -2.354213 4.207163
Cl: 2.646604 -4.747938 4.333020
H: 4.343933 -4.232310 2.788009
H: 4.993523 -4.605924 4.404101
C: 10.041031 4.309439 3.000998
Cl: 10.284429 3.203350 1.644782
Cl: 11.363865 4.245394 4.170203
H: 9.977749 5.317828 2.609484
H: 9.125823 4.032240 3.507604
C: 8.037580 -3.372002 2.868414
Cl: 6.859486 -4.063789 1.734116
Cl: 8.975487 -4.611925 3.688007
H: 8.710394 -2.735691 2.305947
H: 7.495712 -2.796730 3.610440
C: -8.045260 -5.107474 2.821141
Cl: -6.334861 -4.925958 2.412211
Cl: -9.107620 -4.520007 1.533480
H: -8.249881 -6.158602 2.982216
H: -8.250676 -4.531466 3.714799
C: 5.875140 7.790562 6.335089
Cl: 6.631074 8.540906 7.736229
Cl: 4.871317 6.396993 6.787040
H: 5.239192 8.519903 5.848549
H: 6.650770 7.440693 5.664807
C: 12.917355 -3.100036 3.574244
Cl: 13.059016 -4.835191 3.863570
Cl: 11.571908 -2.714982 2.489214
H: 12.741341 -2.605597 4.521502
H: 13.832775 -2.748255 3.115216
C: -2.056880 -4.485669 -12.292884
Cl: -0.972912 -3.701684 -11.143112
Cl: -3.030784 -5.749097 -11.518444
H: -2.730542 -3.741638 -12.699487
H: -1.466221 -4.947088 -13.074408
C: -10.020619 1.519244 -9.740220
Cl: -8.421479 2.206271 -9.429453
Cl: -9.996264 -0.247391 -9.753303
H: -10.688818 1.846680 -8.952596
H: -10.360417 1.867050 -10.707860
C: -6.019765 -8.000472 -12.565962
Cl: -6.841232 -7.341762 -13.985569
Cl: -5.713947 -9.735294 -12.711541
H: -5.068394 -7.494298 -12.461713
H: -6.647721 -7.834678 -11.699135

Forces on atoms 1 to 3 (eV/Å):
0.24 -0.36 -0.08
0.04 0.13 0.01
-0.36 -0.19 0.12

No. 4
DFT (ωB97M-V with the def2-TZVPD basis set) results for a structure of composition C28H14Br2F7PS5Ta.

Results
LUMO level (alpha / beta) in Ha: -0.047 / -0.061
ΔE to the lowest compared entry with this formula, charge and spin in eV: 0.000
⟨S²⟩: 0.76
Multiplicity: 2
E in Eh: -9311.8638

CARTESIAN COORDINATES (ANGSTROEM)
Ta: -1.309571 0.256057 -0.572385
F: 4.258567 -0.049753 -5.108155
C: 3.342355 -0.497800 -4.266533
C: 3.617935 -1.561224 -3.431322
F: 4.807620 -2.142824 -3.469561
C: 2.641553 -2.027590 -2.558608
F: 2.983472 -3.072116 -1.806909
C: 1.386198 -1.446072 -2.466750
P: 0.043686 -2.021404 -1.328600
C: 0.835404 -2.917674 0.044032
C: 1.002572 -2.276404 1.267344
C: 1.564045 -2.949096 2.342853
C: 1.959174 -4.268614 2.207482
C: 1.810481 -4.913438 0.985569
C: 1.260075 -4.241892 -0.090313
C: -0.748587 -3.290734 -2.379257
C: -1.319072 -4.441896 -1.837220
C: -1.981365 -5.347864 -2.649690
C: -2.081403 -5.122224 -4.013606
C: -1.506237 -3.988472 -4.565629
C: -0.842307 -3.082021 -3.755489
C: 1.144813 -0.367117 -3.320586
Br: -0.512084 0.546732 -3.316002
C: 2.091944 0.099710 -4.209232
F: 1.836730 1.126156 -5.015630
H: 0.683285 -1.253436 1.397837
H: 1.678436 -2.434764 3.287895
H: 2.386615 -4.796924 3.050037
H: 2.128010 -5.941318 0.869095
H: 1.171558 -4.752408 -1.039016
H: -1.252199 -4.635748 -0.777184
H: -2.422473 -6.232703 -2.209697
H: -2.600893 -5.830652 -4.645604
H: -1.574004 -3.803966 -5.629602
H: -0.401142 -2.208959 -4.214117
S: -3.384711 -0.953037 -1.310011
S: -3.083883 -2.577186 -0.051835
S: -3.349732 -1.718672 1.768919
S: -1.925295 -0.178097 1.658184
F: -0.414137 8.085342 6.547986
C: -1.105138 8.245506 5.400895
F: -0.646575 9.374798 4.829807
F: -2.386316 8.458718 5.735584
C: -0.938691 7.063018 4.491298
C: 0.325338 6.804002 3.972864
C: 0.517633 5.713612 3.148958
C: -0.559310 4.877160 2.836266
C: -1.825623 5.149988 3.357502
C: -2.012731 6.241715 4.188322
C: -0.370824 3.745494 1.989751
C: -0.252242 2.772074 1.278653
H: 1.154007 7.456234 4.215708
H: 1.494829 5.498004 2.739852
H: -2.652495 4.501206 3.104354
H: -2.991811 6.453820 4.593790
S: 1.148042 0.959642 -0.280260
C: -0.191599 1.669501 0.444774
Br: -2.631920 2.245618 -1.436796

Forces on atoms 1 to 3 (eV/Å):
0.56 0.16 0.36
0.08 0.03 -0.06
-0.11 -0.01 0.08

Question: What is the E in the third record?
Answer: -14998.6658 Eh

Question: The lowest E belongs to which entry?
Answer: C43H73Cl26F9NS

Question: Which formula does entry 4 have?
Answer: C28H14Br2F7PS5Ta